Entry 1:
{"formula": "C19H30N2O4S", "method": "the ωB97M-V functional and the def2-TZVPD basis", "smiles": "COCCCNC(=O)[C@H]1CC[C@H](CNS(=O)(=O)c2ccc(C)cc2)CC1", "e_above_lowest_ev": 0.277, "lumo_ev": 0.541, "homo_ha": -0.339, "homo_lumo_gap_ev": 9.76, "symbols": ["C", "H", "O", "C", "C", "H", "H", "C", "N", "C", "O", "C", "C", "C", "C", "C", "C", "H", "H", "H", "H", "C", "N", "S", "O", "O", "C", "C", "C", "C", "C", "C", "H", "H", "C", "H", "H", "H", "H", "H", "H", "H", "H", "H", "H", "H", "H", "H", "H", "H", "H", "H", "H", "H", "H", "H"], "positions_angstrom": [[4.5427, 3.2186, -1.4934], [4.8287, 4.2263, -1.1697], [4.9410, 2.2521, -0.5566], [6.3408, 2.2236, -0.3479], [6.6931, 1.1674, 0.6966], [7.7477, 1.2769, 0.9510], [6.0976, 1.3463, 1.5929], [6.4385, -0.2583, 0.2019], [5.0283, -0.5009, 0.0228], [4.3448, -1.4119, 0.7462], [4.8851, -2.2269, 1.4670], [2.8300, -1.3399, 0.5758], [2.2934, -0.0533, 1.2124], [0.7718, -0.0038, 1.1008], [0.3394, -0.0778, -0.3642], [0.8721, -1.3636, -0.9958], [2.3935, -1.4282, -0.8881], [2.8258, -0.6035, -1.4597], [2.7567, -2.3616, -1.3213], [0.5706, -1.4081, -2.0436], [0.4229, -2.2173, -0.4877], [-1.1842, 0.0145, -0.5151], [-1.8597, -1.1349, 0.0359], [-3.3492, -1.5126, -0.5994], [-3.2157, -1.5185, -2.0249], [-3.7881, -2.6947, 0.0789], [-4.3876, -0.1375, -0.1139], [-4.9557, -0.1397, 1.1452], [-5.7132, 0.9447, 1.5487], [-5.9011, 2.0337, 0.7011], [-5.3204, 2.0121, -0.5625], [-4.5624, 0.9284, -0.9727], [-4.1160, 0.8862, -1.9534], [-5.4650, 2.8487, -1.2303], [-6.7395, 3.1939, 1.1402], [-7.7957, 2.9504, 1.0245], [-6.5280, 4.0773, 0.5435], [-6.5642, 3.4230, 2.1890], [-6.1664, 0.9500, 2.5292], [-4.8101, -0.9990, 1.7811], [-1.8479, -1.2064, 1.0401], [-1.4467, 0.0118, -1.5751], [-1.5466, 0.9525, -0.0651], [0.7662, 0.7824, -0.8939], [0.3976, 0.9180, 1.5540], [0.3473, -0.8484, 1.6463], [2.7236, 0.8185, 0.7133], [2.5888, -0.0165, 2.2632], [2.4173, -2.1964, 1.1179], [4.5301, 0.2413, -0.4453], [6.7974, -0.9874, 0.9326], [6.9635, -0.4209, -0.7470], [6.6781, 3.2142, -0.0058], [6.8513, 2.0022, -1.2986], [4.9887, 3.0263, -2.4771], [3.4585, 3.1571, -1.5680]], "mulliken_charge": [-0.815, 0.309, -0.226, -0.643, -0.546, 0.369, 0.270, -0.923, -0.008, -0.146, -0.703, 0.552, -0.559, -1.163, 0.825, -0.997, -0.783, 0.256, 0.336, 0.362, 0.393, -1.337, -0.184, 1.239, -0.670, -0.728, 0.055, -0.548, -0.669, 0.890, -0.761, -0.252, 0.474, 0.359, -1.441, 0.301, 0.360, 0.369, 0.391, 0.455, 0.320, 0.619, 0.378, 0.160, 0.362, 0.439, 0.065, 0.411, 0.441, 0.257, 0.423, 0.336, 0.400, 0.383, 0.348, 0.194]}


Entry 2:
{"formula": "C9H16MgN3Se", "method": "the ωB97M-V functional and the def2-TZVPD basis", "total_charge": -1, "lumo_ev": [2.410, 2.410], "homo_ha": [-0.030, -0.030], "homo_lumo_gap_ev": [3.22, 3.22], "symbols": ["C", "Mg", "N", "H", "H", "H", "H", "H", "H", "H", "H", "C", "N", "C", "Se", "N", "C", "C", "C", "C", "C", "C", "H", "H", "H", "H", "H", "H", "H", "H"], "positions_angstrom": [[1.6585, -1.5214, -4.0549], [-0.7489, -3.4268, -0.1085], [-0.1832, -4.8168, -1.6653], [2.6354, -0.2370, -2.9729], [1.8373, -0.5850, -3.3415], [1.7854, -1.1838, -5.0909], [0.6082, -1.7401, -3.8179], [2.2781, -2.3804, -3.7999], [-1.0286, -5.2998, -1.9499], [0.4015, -5.4875, -1.1846], [0.2920, -4.4940, -2.4781], [1.6224, 1.3547, 0.1511], [0.3772, 0.9459, 0.7829], [-0.0153, -0.3445, 1.0224], [0.9885, -1.8573, 0.5943], [-1.2006, -0.2432, 1.7232], [-1.5086, 1.1060, 1.9644], [-2.3943, 1.6645, 2.8738], [-2.2960, 3.0541, 3.0906], [-1.3096, 3.8254, 2.4305], [-0.4075, 3.2287, 1.5499], [-0.5319, 1.8628, 1.3283], [2.3434, 0.5295, 0.2144], [1.9954, 2.2407, 0.6881], [1.4544, 1.6136, -0.9056], [-1.6827, -1.0531, 2.1300], [-3.1295, 1.0295, 3.3867], [-2.9770, 3.5607, 3.7836], [-1.2582, 4.8993, 2.6223], [0.3944, 3.7555, 1.0336]], "mulliken_charge": [-1.513, -0.650, -0.862, 1.706, -1.662, 0.293, 0.101, 0.315, 0.271, 0.419, 0.376, -1.487, 0.497, -0.887, 0.205, 0.520, 0.106, -0.739, -0.413, -0.562, -0.634, 0.676, 0.477, 0.306, 0.387, 0.352, 0.356, 0.346, 0.348, 0.352]}


Entry 3:
{"formula": "C5H12NO2", "method": "the ωB97M-V functional and the def2-TZVPD basis", "e_above_lowest_ev": 2.652, "lumo_ev": [0.912, -1.765], "homo_ha": [-0.350, -0.349], "multiplicity": 2, "homo_lumo_gap_ev": [10.44, 7.74], "symbols": ["C", "O", "C", "C", "C", "C", "O", "N", "H", "H", "H", "H", "H", "H", "H", "H", "H", "H", "H", "H"], "positions_angstrom": [[-1.2357, -0.9489, 1.7189], [-1.9369, 0.0787, 2.3488], [-0.6928, -0.7003, 0.2596], [0.0733, 0.5898, 0.2447], [0.7828, 0.9513, -1.2725], [2.3304, 0.9639, -1.2203], [2.7953, -0.1959, -1.4436], [-1.8379, -0.8131, -0.6804], [-1.8529, -1.8227, 1.7392], [-0.4471, -1.0939, 2.4781], [-2.7164, 0.3671, 1.8536], [-0.0681, -1.5175, 0.0290], [-0.4651, 1.4640, 0.6099], [0.9428, 0.5782, 0.8642], [0.6848, 1.9561, -1.5620], [0.5826, 0.1398, -1.9155], [2.7295, 1.6280, -2.0550], [2.5232, 1.4496, -0.2234], [-1.6230, -1.5984, -1.3382], [-1.8404, -0.0548, -1.3413]], "lowdin_spin": [0.000, 0.000, 0.001, 0.002, 0.007, 0.140, 0.727, 0.000, 0.000, 0.000, 0.000, 0.000, 0.000, 0.001, 0.002, -0.001, 0.055, 0.064, 0.000, 0.000]}


Entry 4:
{"formula": "C5H14NO2", "method": "the ωB97M-V functional and the def2-TZVPD basis", "total_charge": 1, "e_above_lowest_ev": 10.245, "lumo_ev": -9.887, "homo_ha": -0.460, "homo_lumo_gap_ev": 2.63, "symbols": ["C", "O", "C", "C", "C", "C", "N", "H", "H", "H", "H", "H", "H", "H", "H", "H", "H", "H", "H", "H", "H", "O"], "positions_angstrom": [[-0.4257, 0.7877, -1.4814], [-1.7779, -1.3445, 0.3513], [-0.4796, 1.7527, -0.4863], [-0.2237, 1.5156, 0.9572], [-1.4013, 1.9898, 1.7576], [-2.2857, 1.1534, 2.3465], [3.9189, -2.0939, -2.3987], [-0.7840, 1.0911, -2.4546], [-0.1734, -0.2234, -1.2177], [-2.2874, -2.1385, 0.1462], [-0.8001, 2.7205, -0.8626], [-0.1238, 0.4685, 1.2566], [0.6955, 2.0121, 1.2660], [-1.4971, 3.0636, 1.9006], [-2.2606, 0.1008, 2.0796], [-3.0221, 1.4549, 3.0730], [4.1602, -2.6406, -3.2178], [4.7321, -1.9291, -1.8180], [3.2497, -2.6173, -1.8521], [-0.7103, -1.4980, 0.2534], [0.9747, -2.2069, 0.0621], [0.5215, -1.4186, 0.3389]], "mulliken_charge": [-0.493, -0.491, 0.074, -0.129, -0.154, -0.543, -0.639, 0.295, 0.254, 0.283, 0.354, 0.196, 0.414, 0.359, 0.210, 0.310, 0.238, 0.232, 0.193, 0.372, 0.259, -0.597]}


Entry 5:
{"formula": "C14H33ClIOP2Tm", "method": "the ωB97M-V functional and the def2-TZVPD basis", "total_charge": 2, "lumo_ev": [-8.005, -7.980], "homo_ha": [-0.573, -0.574], "multiplicity": 3, "homo_lumo_gap_ev": [7.60, 7.63], "symbols": ["C", "I", "H", "H", "H", "Tm", "P", "C", "C", "H", "H", "H", "C", "H", "H", "H", "H", "H", "H", "C", "O", "Cl", "C", "C", "C", "P", "C", "C", "C", "C", "C", "C", "H", "H", "H", "H", "H", "H", "H", "H", "H", "H", "H", "H", "H", "H", "H", "H", "H", "H", "H", "H", "H"], "positions_angstrom": [[-0.1034, -4.4905, -4.1518], [0.4351, -2.6399, -2.9625], [-1.1817, -4.5645, -4.0601], [0.4246, -5.3229, -3.6983], [0.2274, -4.3126, -5.1709], [-0.5634, -0.5235, -1.2846], [-0.1506, 1.3322, -3.2002], [1.3009, 1.7951, -4.1901], [-1.3095, 0.7919, -4.5161], [-1.7549, 2.8464, -2.2027], [-0.9862, 3.5230, -3.6904], [-0.0873, 3.4937, -2.1266], [-0.8165, 2.9713, -2.7581], [-2.2979, 0.6033, -4.0822], [-1.3579, 1.5952, -5.2571], [0.9645, 2.4504, -5.0051], [1.7687, 0.8873, -4.5965], [-0.9335, -0.1333, -4.9679], [2.0291, 2.3162, -3.5565], [1.7526, 0.1758, -1.5270], [2.8680, 0.2708, -1.8482], [-3.0083, -0.1900, -1.2285], [-0.3900, 2.8265, 2.0235], [0.4279, 1.6002, 2.4616], [0.2024, 1.3320, 3.9611], [0.1731, 0.1307, 1.3457], [1.7183, -0.9085, 1.5162], [2.2972, -0.9481, 2.9321], [1.5470, -2.3248, 0.9408], [-1.3103, -0.7972, 2.0454], [-1.0092, -1.6644, 3.2588], [-2.4968, 0.1476, 2.2926], [-1.4633, 2.6663, 2.1883], [-0.2302, 3.0832, 0.9670], [-0.0844, 3.6943, 2.6291], [1.5006, 1.8353, 2.3273], [-0.8590, 1.1937, 4.2000], [0.7648, 0.4706, 4.3398], [0.5467, 2.2148, 4.5222], [2.4267, -0.3549, 0.8754], [1.6227, -1.4671, 3.6247], [3.2455, -1.5028, 2.9145], [2.5137, 0.0504, 3.3223], [1.1843, -2.3656, -0.1049], [2.5383, -2.8054, 0.9309], [0.8757, -2.9374, 1.5600], [-1.6155, -1.4637, 1.2104], [-0.7408, -1.0566, 4.1292], [-1.9091, -2.2389, 3.5287], [-0.2178, -2.3975, 3.0870], [-2.6964, 0.8002, 1.4333], [-3.4105, -0.4532, 2.4272], [-2.3715, 0.7650, 3.1913]], "lowdin_spin": [-0.001, -0.002, 0.000, 0.000, 0.000, 2.014, -0.004, -0.001, 0.000, 0.000, 0.000, 0.000, 0.000, 0.000, 0.000, 0.000, 0.000, 0.000, 0.000, -0.001, 0.000, -0.004, 0.000, 0.000, 0.000, -0.002, 0.000, 0.000, 0.000, 0.001, 0.000, 0.000, 0.000, 0.000, 0.000, 0.000, 0.000, 0.000, 0.000, 0.000, 0.000, 0.000, 0.000, 0.000, 0.000, 0.000, 0.000, 0.000, 0.000, 0.000, 0.000, 0.000, 0.000]}


Entry 6:
{"formula": "C28H27N4O8PtSTe", "method": "the ωB97M-V functional and the def2-TZVPD basis", "total_charge": -2, "e_above_lowest_ev": 0.000, "lumo_ev": [3.762, 3.758], "homo_ha": [-0.068, -0.103], "multiplicity": 4, "homo_lumo_gap_ev": [5.62, 6.57], "symbols": ["Pt", "O", "C", "O", "C", "C", "C", "C", "C", "C", "O", "N", "O", "O", "N", "O", "O", "H", "H", "S", "C", "N", "C", "C", "O", "N", "Te", "C", "C", "C", "C", "C", "C", "C", "C", "C", "C", "C", "C", "C", "C", "C", "C", "C", "C", "H", "H", "H", "H", "H", "H", "H", "H", "H", "H", "H", "H", "H", "H", "H", "H", "H", "H", "H", "H", "H", "H", "H", "H", "H"], "positions_angstrom": [[0.4195, 0.8825, -1.1293], [-3.7119, 0.8670, -1.8846], [-2.5025, 1.0236, -2.0344], [-1.6367, 0.5029, -1.2364], [-2.0487, 1.9231, -3.1777], [-3.0169, 2.7577, -3.6729], [-2.7854, 3.5744, -4.7823], [-1.5793, 3.5216, -5.4503], [-0.6033, 2.6677, -4.9937], [-0.7372, 1.8810, -3.7878], [0.2443, 1.2315, -3.3312], [0.6179, 2.6231, -5.7871], [1.3343, 1.6436, -5.7199], [0.8633, 3.5795, -6.5181], [-3.8237, 4.4440, -5.2713], [-4.8962, 4.4645, -4.6826], [-3.6236, 5.0764, -6.3037], [-3.9858, 2.7513, -3.1968], [-1.3979, 4.1301, -6.3212], [0.0819, 5.5044, -2.0937], [0.1022, 4.0476, -1.3602], [0.1101, 3.0117, -0.8145], [3.3552, 2.4937, -2.2766], [3.2568, 1.7233, -0.9744], [3.9425, 2.0196, 0.0097], [2.4157, 0.6718, -0.9841], [1.1160, 0.1757, 1.7368], [-0.3726, -0.3427, 3.1733], [-0.1158, -1.2683, 4.1879], [1.2079, -1.9736, 4.3185], [-1.1246, -1.5630, 5.1055], [-2.3660, -0.9513, 5.0445], [-3.4484, -1.2816, 6.0380], [-2.5931, -0.0211, 4.0365], [-1.6225, 0.2945, 3.0925], [-1.9511, 1.2842, 2.0070], [1.5418, -1.7932, 1.0793], [2.8807, -2.1896, 1.0022], [4.0271, -1.2902, 1.3738], [3.1771, -3.4600, 0.5077], [2.1872, -4.3337, 0.0945], [2.5235, -5.6970, -0.4493], [0.8659, -3.9118, 0.1715], [0.5171, -2.6515, 0.6439], [-0.9365, -2.2647, 0.6390], [4.3996, 2.7427, -2.4658], [2.7920, 3.4217, -2.1568], [2.9229, 1.9461, -3.1137], [2.0384, -1.2834, 4.1579], [1.3093, -2.7636, 3.5712], [1.3064, -2.4212, 5.3088], [-0.9246, -2.2865, 5.8907], [-3.0867, -1.9763, 6.7969], [-4.3075, -1.7403, 5.5433], [-3.8067, -0.3827, 6.5441], [-3.5600, 0.4684, 3.9721], [-2.9582, 1.6783, 2.1437], [-1.9004, 0.8308, 1.0134], [-1.2567, 2.1271, 1.9963], [3.8008, -0.6702, 2.2406], [4.2380, -0.5980, 0.5548], [4.9216, -1.8789, 1.5845], [4.2179, -3.7614, 0.4397], [3.5987, -5.8764, -0.4207], [2.1932, -5.7957, -1.4855], [2.0324, -6.4847, 0.1266], [0.0755, -4.5741, -0.1682], [-1.5295, -3.0444, 0.1604], [-1.1045, -1.3360, 0.0877], [-1.3201, -2.1199, 1.6499]], "lowdin_spin": [1.424, 0.004, 0.005, 0.057, 0.003, -0.001, 0.001, 0.001, 0.008, 0.013, 0.127, 0.000, 0.003, -0.001, 0.000, 0.001, 0.001, 0.000, 0.000, 0.021, 0.024, 0.101, 0.032, 0.093, 0.074, 0.779, 0.129, 0.029, 0.007, 0.006, 0.001, 0.001, 0.000, 0.000, 0.002, 0.002, 0.008, 0.002, 0.007, 0.000, 0.001, 0.000, 0.000, 0.006, 0.004, 0.004, 0.003, 0.004, 0.004, 0.000, 0.000, 0.000, 0.000, 0.000, 0.000, 0.000, 0.000, -0.001, 0.001, 0.003, 0.002, 0.000, 0.000, 0.000, 0.000, 0.000, 0.000, 0.000, 0.004, 0.000]}


| no. | molar mass (Da) |
| --- | --- |
| 1 | 382.53 |
| 2 | 269.51 |
| 3 | 118.16 |
| 4 | 120.17 |
| 5 | 610.66 |
| 6 | 902.29 |